Here is a structure of composition C28H20Cl2CoN3O5 at a distorted geometry from OMol25. Energies are from the ωB97M-V functional and the def2-TZVPD basis.

Its gap between HOMO and LUMO (alpha / beta) is 0.27379 / 0.27994 Eh. Its spin multiplicity is 4. The calculation puts the total energy at -3922.697814 Ha. The LUMO energy (alpha / beta) is 0.09487 / 0.09487 Eh. The net charge is -1. As for the highest occupied orbital energy (alpha / beta): -4.869 / -5.036 eV. The calculation puts the energy above the lowest of the compared OMol25 structures with the same formula, charge and spin at 0.2705 eV. As for the maximum force: 2.5 eV Å⁻¹.

Each line ends with the Mulliken spin population.
Cartesian coordinates (Å):
Co1 -0.88 2.43 -1.72  2.77
O1 -2.17 2.99 1.90  0.00
C1 -1.76 2.21 2.91  0.00
C2 -1.71 2.78 4.19  0.00
C3 -1.32 2.04 5.30  0.00
C4 -0.97 0.71 5.15  0.00
C5 -1.00 0.14 3.89  0.00
C6 -1.38 0.87 2.77  0.00
C7 -1.00 0.92 0.46  -0.06
O2 -1.91 1.76 -0.05  0.05
N1 -0.26 0.05 -0.50  -0.01
N2 -0.62 0.41 -1.80  0.03
C8 -1.49 -0.29 -2.40  0.03
C9 -2.07 0.12 -3.69  0.01
C10 -2.62 -0.88 -4.49  0.00
C11 -3.17 -0.62 -5.72  0.01
C12 -3.19 0.70 -6.17  0.00
C13 -2.67 1.72 -5.39  0.01
C14 -2.10 1.48 -4.13  0.01
O3 -1.67 2.51 -3.44  0.04
H1 -2.12 2.50 1.03  0.00
H2 -1.99 3.82 4.27  0.00
H3 -1.29 2.52 6.27  0.00
H4 -0.66 0.12 6.00  0.00
H5 -0.73 -0.90 3.72  0.00
H6 -1.82 -1.24 -1.96  0.00
H7 -2.60 -1.90 -4.11  0.00
H8 -3.59 -1.42 -6.32  0.00
H9 -3.62 0.94 -7.14  0.00
H10 -2.69 2.74 -5.73  0.00
Cl1 1.70 -2.61 3.97  0.00
C15 0.92 -2.81 2.42  0.00
C16 -0.35 -3.36 2.40  0.00
C17 -1.01 -3.51 1.19  0.00
C18 -0.36 -3.15 0.03  0.00
C19 0.92 -2.63 0.06  0.00
Cl2 1.68 -2.28 -1.46  0.00
C20 1.60 -2.40 1.27  0.00
N3 2.86 -1.85 1.37  0.00
C21 3.42 -0.85 0.50  0.00
C22 4.61 -1.16 -0.14  0.00
C23 5.22 -0.23 -0.97  0.00
C24 4.61 1.00 -1.17  0.00
C25 3.43 1.31 -0.52  0.00
C26 2.82 0.39 0.34  0.00
C27 1.57 0.80 1.08  0.02
C28 0.44 1.23 0.19  0.00
O4 -1.43 0.20 1.58  0.00
O5 0.64 2.35 -0.55  0.08
H11 -0.82 -3.63 3.34  0.00
H12 -2.01 -3.90 1.16  0.00
H13 -0.84 -3.26 -0.93  0.00
H14 3.24 -1.87 2.29  0.00
H15 5.04 -2.14 0.00  0.00
H16 6.15 -0.48 -1.48  0.00
H17 5.06 1.73 -1.84  0.00
H18 2.95 2.26 -0.67  0.00
H19 1.80 1.65 1.73  0.00
H20 1.22 -0.01 1.73  0.00



Here is a structure of composition C30H36CaGeN5OS3 at a distorted geometry from OMol25. Energies are from the ωB97M-V functional and the def2-TZVPD basis.

Its gap between HOMO and LUMO is 0.16587 Eh. The calculation puts the total energy at -5463.013755 Ha. The LUMO energy is 0.04553 Eh. The net charge is -1. As for the highest occupied orbital energy: -3.275 eV. As for the maximum force: 2.7 eV Å⁻¹.

Each line ends with the Mulliken charge.
Cartesian coordinates (Å):
Ca1 -2.58 0.67 0.73  1.00
N1 -5.80 3.99 1.62  -0.49
C1 -4.82 3.02 1.50  0.45
S1 -4.57 2.38 -0.10  -0.51
N2 -4.27 2.72 2.65  -1.18
N3 -3.31 1.70 2.63  0.67
C2 -2.80 1.50 3.78  -1.10
C3 -1.70 0.58 4.14  0.92
C4 -1.28 0.62 5.48  -0.55
C5 -0.21 -0.11 5.95  -0.72
C6 0.48 -0.92 5.04  -0.55
C7 0.08 -1.00 3.72  -0.47
C8 -1.03 -0.28 3.23  -0.07
O1 -1.40 -0.40 1.99  0.09
H1 -5.97 4.52 0.78  0.22
H2 -5.74 4.52 2.48  0.25
H3 -3.18 2.12 4.60  0.20
H4 -1.82 1.27 6.16  0.31
H5 0.09 -0.06 6.98  0.37
H6 1.34 -1.50 5.37  0.38
H7 0.61 -1.64 3.02  0.41
S2 0.02 2.27 0.86  -0.33
C9 0.83 2.27 -0.56  0.63
N4 2.13 2.61 -0.65  0.14
C10 2.79 2.78 -1.94  -0.88
C11 2.38 1.67 -2.84  -0.57
N5 0.92 1.68 -2.95  0.09
C12 0.40 1.32 -4.27  -1.63
C13 0.78 -0.10 -4.64  0.76
C14 0.33 -1.15 -3.84  -0.21
C15 0.67 -2.46 -4.16  -0.59
C16 1.46 -2.72 -5.28  -0.45
C17 1.91 -1.67 -6.07  -0.57
C18 1.57 -0.36 -5.75  -0.37
C19 0.14 1.83 -1.87  0.17
S3 -1.47 1.54 -1.91  -0.21
C20 2.98 2.82 0.52  -1.66
C21 3.99 1.70 0.64  0.64
C22 3.54 0.41 0.92  -0.20
C23 4.43 -0.65 0.98  -0.81
C24 5.79 -0.43 0.78  -0.39
C25 6.25 0.85 0.51  -0.60
C26 5.35 1.91 0.44  -0.24
H8 3.87 2.76 -1.78  0.41
H9 2.52 3.74 -2.38  0.33
H10 2.73 0.71 -2.44  0.26
H11 2.80 1.79 -3.83  0.49
H12 0.80 2.03 -5.00  0.45
H13 -0.68 1.42 -4.23  0.52
H14 -0.29 -0.95 -2.98  0.45
H15 0.32 -3.27 -3.54  0.41
H16 1.72 -3.74 -5.53  0.39
H17 2.53 -1.87 -6.94  0.36
H18 1.92 0.46 -6.36  0.34
H19 2.34 2.84 1.40  0.54
H20 3.48 3.79 0.44  0.43
H21 2.48 0.24 1.08  0.57
H22 4.07 -1.65 1.20  0.44
H23 6.49 -1.25 0.83  0.37
H24 7.30 1.03 0.35  0.37
H25 5.70 2.92 0.23  0.37
C27 -3.49 -2.99 2.44  -1.08
Ge1 -3.09 -2.90 0.51  0.71
C28 -1.18 -3.21 0.15  -0.77
C29 -3.96 -4.56 -0.18  -1.37
C30 -3.72 -1.30 -0.30  -1.35
H26 -3.16 -3.94 2.86  0.34
H27 -4.58 -2.92 2.57  0.35
H28 -3.02 -2.17 2.98  0.23
H29 -0.82 -4.13 0.61  0.37
H30 -0.60 -2.37 0.54  0.15
H31 -1.03 -3.28 -0.93  0.04
H32 -3.59 -5.47 0.31  0.34
H33 -3.78 -4.65 -1.26  0.35
H34 -5.04 -4.50 -0.02  0.36
H35 -4.78 -1.11 -0.10  0.29
H36 -3.56 -1.31 -1.39  0.20



Here is a cluster of 7 separate species, C15H41N5O5 in total at a distorted geometry from OMol25. Energies are from the ωB97M-V functional and the def2-TZVPD basis.

Its gap between HOMO and LUMO (alpha / beta) is 0.23853 / 0.10580 Eh. Its spin multiplicity is 2. The calculation puts the total energy at -1244.981842 Ha. The LUMO energy (alpha / beta) is -0.32586 / -0.45859 Eh. The net charge is +3. As for the highest occupied orbital energy (alpha / beta): -15.358 / -15.358 eV. As for the maximum force: 4.7 eV Å⁻¹.

Each line ends with the Mulliken spin population.
Cartesian coordinates (Å):
N1 0.55 1.75 3.31  0.00
H1 1.29 2.41 3.12  0.00
H2 -0.25 2.14 3.78  0.00
H3 0.91 1.01 3.90  0.00
H4 0.29 1.30 2.45  0.00
N2 2.31 3.28 0.01  0.00
H5 2.36 3.66 0.94  0.00
H6 1.47 2.71 -0.03  0.00
H7 3.16 2.74 -0.15  0.00
H8 2.18 4.03 -0.65  0.00
C1 4.17 -2.67 1.94  0.00
N3 2.94 -2.81 1.04  0.00
C2 3.19 -3.92 0.02  0.00
C3 1.66 -3.16 1.76  0.00
C4 2.62 -1.39 0.36  0.00
C5 3.74 -0.90 -0.52  0.00
O1 4.79 -0.31 0.19  0.00
H9 4.28 -3.60 2.49  0.00
H10 4.24 -1.87 2.68  0.00
H11 4.95 -2.52 1.20  0.00
H12 2.32 -3.93 -0.64  0.00
H13 3.31 -4.88 0.52  0.00
H14 4.08 -3.65 -0.55  0.00
H15 1.33 -2.43 2.50  0.00
H16 1.89 -4.13 2.20  0.00
H17 0.85 -3.21 1.03  0.00
H18 2.41 -0.70 1.18  0.00
H19 1.68 -1.50 -0.19  0.00
H20 3.39 -0.32 -1.37  0.00
H21 4.16 -1.68 -1.16  0.00
H22 4.80 0.59 -0.16  0.00
C6 -1.14 -0.35 -0.67  0.00
C7 -0.23 0.64 -0.07  0.00
O2 -0.03 1.72 -0.63  0.00
O3 0.06 0.40 1.11  0.00
H23 -0.86 -0.50 -1.71  0.00
H24 -2.16 0.01 -0.70  0.00
H25 -1.27 -1.26 -0.08  0.00
C8 -5.92 2.02 1.49  -0.16
O4 -7.10 2.17 1.89  0.54
N4 -5.12 1.35 2.29  0.54
C9 -3.67 1.28 1.95  0.00
C10 -5.33 0.75 3.61  0.00
H26 -5.54 2.22 0.48  -0.02
H27 -3.44 2.03 1.19  0.01
H28 -3.43 0.35 1.43  0.03
H29 -3.00 1.24 2.81  0.01
H30 -5.13 -0.31 3.52  0.02
H31 -4.76 1.32 4.35  0.02
H32 -6.37 0.71 3.93  0.01
C11 -3.04 -0.81 -4.02  0.00
C12 -2.58 0.64 -4.07  0.00
O5 -1.96 0.96 -5.06  0.00
C13 -3.07 1.64 -3.04  0.00
H33 -4.08 -0.90 -3.72  0.00
H34 -2.41 -1.46 -3.41  0.00
H35 -2.96 -1.23 -5.02  0.00
H36 -4.12 1.49 -2.79  0.00
H37 -3.01 2.66 -3.41  0.00
H38 -2.46 1.57 -2.14  0.00
C14 1.98 1.04 -3.37  0.00
C15 2.53 -0.23 -3.70  0.00
N5 2.92 -1.29 -3.96  0.00
H39 2.06 1.03 -2.28  0.00
H40 0.96 1.15 -3.73  0.00
H41 2.56 1.91 -3.67  0.00



Here is a cluster of 2 separate species, C5H14NO2 in total at a distorted geometry from OMol25. Energies are from the ωB97M-V functional and the def2-TZVPD basis.

Its gap between HOMO and LUMO is 0.36272 Eh. The calculation puts the total energy at -403.860860 Ha. The LUMO energy is -0.11995 Eh. The net charge is +1. As for the highest occupied orbital energy: -13.134 eV. The calculation puts the energy above the lowest of the compared OMol25 structures with the same formula, charge and spin at 2.1905 eV. As for the maximum force: 2.5 eV Å⁻¹.

Each line ends with the Mulliken charge.
Cartesian coordinates (Å):
C1 1.67 -1.11 -0.69  -0.42
O1 1.21 -2.44 -0.86  -0.52
C2 0.87 -0.16 -1.56  -0.77
C3 -0.11 0.73 -0.78  -0.64
C4 -1.15 -0.04 -0.04  0.33
C5 -1.73 -1.19 -0.33  -0.87
N1 -1.52 0.56 1.31  -0.13
H1 1.42 -0.87 0.37  0.20
H2 2.75 -1.01 -0.70  0.40
H3 1.65 -3.23 -0.56  0.30
H4 0.41 -0.67 -2.40  0.45
H5 1.58 0.56 -1.94  0.39
H6 0.47 1.34 -0.09  0.40
H7 -0.50 1.48 -1.47  0.39
H8 -1.63 -1.64 -1.30  0.27
H9 -2.38 -1.73 0.35  0.29
H10 -0.99 1.42 1.44  0.19
H11 -1.35 -0.08 2.08  0.39
H12 -2.53 0.76 1.28  0.42
H13 -0.28 3.52 2.25  0.31
H14 1.22 3.31 2.24  0.30
O2 0.39 2.85 2.05  -0.67



Here is an isolated molecule of C4H8O3 from OMol25. Energies are from the ωB97M-V functional and the def2-TZVPD basis.

Its gap between HOMO and LUMO is 0.41688 Eh. Its SMILES is CCOC(=O)CO. The calculation puts the total energy at -382.928091 Ha. The LUMO energy is 0.03126 Eh. As for the highest occupied orbital energy: -10.493 eV. The calculation puts the energy above the lowest of the compared OMol25 structures with the same formula, charge and spin at 0.9994 eV. As for the maximum force: 0.4 eV Å⁻¹.

Each line ends with the Mulliken charge.
Cartesian coordinates (Å):
C1 0.60 -0.75 -1.91  -0.92
C2 0.57 -1.48 -0.57  -0.26
O1 -0.21 -0.83 0.47  -0.35
C3 -0.06 0.47 0.72  0.68
O2 0.72 1.22 0.16  -0.64
C4 -0.97 0.99 1.81  -0.28
O3 -1.12 2.38 1.69  -0.53
H1 -0.27 -0.99 -2.53  0.28
H2 0.62 0.32 -1.74  0.30
H3 1.52 -1.02 -2.45  0.32
H4 1.58 -1.64 -0.18  0.30
H5 0.08 -2.45 -0.66  0.26
H6 -1.95 0.50 1.76  0.28
H7 -0.52 0.72 2.78  0.22
H8 -0.43 2.66 1.06  0.35



Here is a structure of composition C46H51BrN3S5ScSi4Te from OMol25. Energies are from the ωB97M-V functional and the def2-TZVPD basis.

Its gap between HOMO and LUMO is 0.13372 Eh. The calculation puts the total energy at -8699.743145 Ha. The LUMO energy is 0.13452 Eh. The net charge is -2. As for the highest occupied orbital energy: 0.022 eV. The calculation puts the energy above the lowest of the compared OMol25 structures with the same formula, charge and spin at 1.3618 eV. As for the maximum force: 0.7 eV Å⁻¹.

Each line ends with the Mulliken charge.
Cartesian coordinates (Å):
Sc1 1.31 1.08 -0.12  -0.88
S1 -1.31 2.06 1.26  -0.23
C1 -1.24 2.87 -0.26  -0.07
C2 -2.18 3.84 -0.65  -0.62
C3 -2.06 4.46 -1.87  -0.26
C4 -1.01 4.11 -2.72  -1.33
C5 -0.12 3.16 -2.28  -0.20
N1 -0.22 2.56 -1.08  0.74
H1 -2.99 4.08 0.03  0.46
H2 -2.79 5.21 -2.18  0.37
H3 -0.88 4.56 -3.69  0.45
H4 0.70 2.82 -2.90  0.35
S2 2.50 -1.00 0.96  -0.40
C6 2.65 -2.16 -0.35  0.43
C7 3.85 -2.21 -1.07  -0.57
C8 4.05 -3.11 -2.11  -0.64
C9 3.03 -3.99 -2.47  -0.77
C10 1.84 -3.95 -1.77  -0.61
C11 1.64 -3.06 -0.72  0.02
S3 0.08 -3.24 0.11  -0.32
H5 4.63 -1.51 -0.80  0.45
H6 4.99 -3.11 -2.65  0.36
H7 3.16 -4.68 -3.29  0.35
H8 1.03 -4.61 -2.05  0.37
S4 4.15 3.44 -4.72  -0.05
C12 5.34 4.10 -5.77  -0.48
C13 6.44 4.50 -5.08  -0.49
C14 6.33 4.28 -3.68  -0.60
C15 5.13 3.71 -3.30  0.83
C16 4.69 3.35 -1.98  0.44
C17 3.44 2.81 -1.75  0.37
N2 2.94 2.45 -0.57  0.25
C18 3.76 2.66 0.57  0.23
C19 5.11 3.15 0.40  0.45
C20 5.92 3.25 1.61  -0.96
C21 5.44 2.91 2.81  -1.18
C22 4.09 2.43 2.99  0.48
C23 3.56 2.07 4.18  -1.01
C24 2.21 1.59 4.27  0.22
C25 1.50 1.50 3.08  0.21
N3 1.95 1.84 1.87  0.45
C26 3.27 2.33 1.79  0.01
C27 1.60 1.18 5.51  0.65
C28 0.29 0.88 5.79  -0.50
C29 0.07 0.49 7.14  -0.55
C30 1.20 0.50 7.89  -0.42
S5 2.56 0.98 6.94  -0.26
C31 5.56 3.50 -0.83  -1.06
H9 5.16 4.15 -6.83  0.39
H10 7.31 4.94 -5.55  0.36
H11 7.10 4.54 -2.97  0.33
H12 2.79 2.64 -2.60  -0.67
H13 6.94 3.61 1.50  0.37
H14 6.07 2.98 3.69  0.35
H15 4.18 2.14 5.08  0.29
H16 0.49 1.11 3.10  -0.36
H17 -0.50 0.95 5.06  0.62
H18 -0.90 0.21 7.53  0.35
H19 1.32 0.25 8.93  0.41
H20 6.57 3.87 -0.94  0.19
Br1 0.88 -1.35 -6.73  -0.30
C32 1.00 -0.79 -4.90  -0.39
C33 2.24 -0.50 -4.36  -0.62
C34 2.30 -0.09 -3.03  -0.85
C35 1.17 0.06 -2.20  1.84
C36 -0.05 -0.26 -2.83  -0.14
C37 -0.16 -0.68 -4.15  -0.22
H21 3.14 -0.58 -4.95  0.45
H22 3.28 0.12 -2.62  0.44
H23 -0.98 -0.17 -2.26  -0.15
H24 -1.12 -0.91 -4.59  0.45
C38 -6.38 -0.83 0.74  -1.19
Si1 -4.62 -0.14 0.90  0.52
C39 -4.46 1.16 -0.45  -0.23
C40 -4.52 0.66 2.60  -0.80
Si2 -3.07 -1.89 0.65  0.12
Te1 -0.68 -0.99 0.77  0.16
Si3 -3.68 -3.06 -1.30  0.58
C41 -3.98 -1.83 -2.70  -0.89
C42 -5.30 -3.98 -0.96  -1.13
C43 -2.50 -4.37 -1.94  -0.85
Si4 -3.27 -3.26 2.55  0.42
C44 -2.52 -2.39 4.04  -1.06
C45 -2.41 -4.92 2.33  -1.01
C46 -5.08 -3.62 2.95  -1.08
H25 -7.10 -0.03 0.93  0.40
H26 -6.57 -1.64 1.46  0.24
H27 -6.56 -1.22 -0.26  0.25
H28 -5.20 1.95 -0.29  0.40
H29 -4.63 0.72 -1.44  0.27
H30 -3.47 1.60 -0.44  -0.53
H31 -5.25 1.47 2.67  0.39
H32 -3.52 1.08 2.78  0.08
H33 -4.74 -0.07 3.39  0.25
H34 -4.86 -1.21 -2.51  0.31
H35 -4.13 -2.36 -3.65  0.40
H36 -3.13 -1.16 -2.82  0.08
H37 -6.10 -3.33 -0.59  0.28
H38 -5.15 -4.77 -0.23  0.23
H39 -5.65 -4.44 -1.89  0.38
H40 -1.55 -3.93 -2.26  0.01
H41 -2.97 -4.86 -2.80  0.44
H42 -2.27 -5.12 -1.18  0.29
H43 -1.47 -2.14 3.85  0.23
H44 -2.55 -3.04 4.92  0.42
H45 -3.04 -1.47 4.28  0.20
H46 -1.39 -4.79 1.97  0.24
H47 -2.93 -5.56 1.61  0.23
H48 -2.37 -5.45 3.29  0.38
H49 -5.62 -2.71 3.24  0.26
H50 -5.13 -4.32 3.80  0.40
H51 -5.61 -4.08 2.11  0.27